Arrangement w

A 4-piece molecular cluster, C2H11O4 overall, computed with wB97M-V/def2-TZVPD.

The geometry in XYZ format:
```
17
Properties=species:S:1:pos:R:3
C 0.63847 -0.55743 0.55468
O -0.47657 -0.18014 -0.14500
C 1.24424 0.59143 1.40824
H 0.42329 -1.45037 1.18179
H 1.49809 -0.89421 -0.09171
H 0.63023 0.89813 2.25653
H 2.26414 0.38983 1.76078
H 1.35216 1.47157 0.76977
H 0.02833 -1.60640 -1.37074
H -0.76576 -2.63025 -2.21074
O 0.10849 -2.42770 -1.88462
H -2.17049 1.08386 0.83482
H -3.14961 0.05339 0.75287
O -3.06848 0.91736 1.12956
H 0.87234 1.47212 -2.32777
H 0.15125 1.01646 -1.05729
O 0.41988 1.85234 -1.56118
```

Calculated values
- E_HOMO (eV) = -4.0
- gap between HOMO and LUMO (eV) = 8.14
- total charge = -1

Taken from the natural (NBO) analysis, the atomic charges in e are: atom 1 (C): -0.043, atom 2 (O): -0.977, atom 3 (C): -0.648, atom 4 (H): 0.115, atom 5 (H): 0.094, atom 6 (H): 0.182, atom 7 (H): 0.172, atom 8 (H): 0.216, atom 9 (H): 0.513, atom 10 (H): 0.453, atom 11 (O): -0.992, atom 12 (H): 0.500, atom 13 (H): 0.465, atom 14 (O): -0.973, atom 15 (H): 0.439, atom 16 (H): 0.503, atom 17 (O): -1.020



Arrangement x

A 4-piece molecular cluster, C2H11O4 overall, computed with wB97M-V/def2-TZVPD.

The geometry in XYZ format:
```
17
Properties=species:S:1:pos:R:3
C -0.37861 -1.01675 1.55481
O -0.22135 0.27265 1.10421
C 0.53706 -1.36760 2.74329
H -0.39725 -1.83827 0.78110
H -1.39996 -1.13690 1.99466
H 0.31151 -2.39015 3.07553
H 0.55586 -0.51362 3.43652
H 1.59267 -1.34516 2.44079
H -2.84733 0.31184 -0.57370
H -1.34650 -0.05022 -0.11093
O -2.00115 -0.01256 -0.87070
H -0.08475 1.44196 -2.81586
H 0.65092 0.10526 -3.02737
O 0.26492 0.85395 -3.49707
H 1.80550 0.38966 -1.04786
H 1.28992 0.83371 0.31030
O 1.77565 1.16796 -0.49139
```

Calculated values
- E_HOMO (eV) = -3.7
- gap between HOMO and LUMO (eV) = 7.78
- total charge = -1

Taken from the natural (NBO) analysis, the atomic charges in e are: atom 1 (C): -0.041, atom 2 (O): -0.958, atom 3 (C): -0.647, atom 4 (H): 0.101, atom 5 (H): 0.090, atom 6 (H): 0.179, atom 7 (H): 0.204, atom 8 (H): 0.178, atom 9 (H): 0.448, atom 10 (H): 0.515, atom 11 (O): -1.024, atom 12 (H): 0.493, atom 13 (H): 0.467, atom 14 (O): -0.960, atom 15 (H): 0.439, atom 16 (H): 0.517, atom 17 (O): -1.000



In terms of stability, arrangement w leads; the second structure lies 50.3 kJ/mol higher.



Arrangement w

A 2-piece molecular cluster, C7H14N2 overall, computed with wB97M-V/def2-TZVPD.

The geometry in XYZ format:
```
23
Properties=species:S:1:pos:R:3
C 0.96036 1.62596 0.41730
C 2.22559 1.05302 1.05219
C 0.82982 1.21893 -1.03332
C -0.17736 0.48147 -1.61448
C 1.18876 1.36527 -3.12033
N 1.71672 1.75249 -1.94541
N 0.23457 0.45507 -2.94594
H 0.13298 1.08724 0.89854
H 1.02855 2.70560 0.54391
H 3.06239 1.75094 1.12790
H -1.03532 -0.04200 -1.24124
H 1.58414 1.69431 -4.06750
H -0.36741 0.20755 -3.72270
H 2.66601 0.21779 0.50608
H 2.14812 0.76096 2.09990
C -2.14459 -2.02463 2.38859
C -2.00976 -2.01028 0.86404
H -1.54136 -2.80003 2.87390
H -1.67017 -1.11139 2.74352
H -3.16021 -2.09375 2.76449
H -1.05719 -2.47964 0.58644
H -1.95831 -1.04318 0.40029
H -2.65634 -2.77169 0.42383
```

Calculated values
- structure (SMILES) = CCc1c[nH]cn1.CC
- E_HOMO (eV) = -8.6
- gap between HOMO and LUMO (eV) = 9.50
- total charge = 0

Taken from the natural (NBO) analysis, the atomic charges in e are: atom 1 (C): -0.434, atom 2 (C): -0.609, atom 3 (C): 0.119, atom 4 (C): -0.151, atom 5 (C): 0.173, atom 6 (N): -0.469, atom 7 (N): -0.512, atom 8 (H): 0.204, atom 9 (H): 0.227, atom 10 (H): 0.209, atom 11 (H): 0.221, atom 12 (H): 0.198, atom 13 (H): 0.407, atom 14 (H): 0.211, atom 15 (H): 0.205, atom 16 (C): -0.612, atom 17 (C): -0.619, atom 18 (H): 0.207, atom 19 (H): 0.203, atom 20 (H): 0.205, atom 21 (H): 0.207, atom 22 (H): 0.200, atom 23 (H): 0.209



Arrangement x

One molecule with the formula C7H14N2, computed with wB97M-V/def2-TZVPD.

The geometry in XYZ format:
```
23
Properties=species:S:1:pos:R:3
C 1.34441 0.55384 -1.21934
C 2.40018 -1.10928 0.38854
C -1.97926 0.24817 -1.76763
C -0.02972 -0.57707 0.53750
C -0.97894 0.59565 0.52645
C 1.16834 -0.33207 -0.02088
N -0.26179 -1.52671 1.53250
N -0.88424 1.36308 1.69757
C -1.83089 0.92725 -0.44766
H -1.01455 -1.33386 2.17682
H 0.54914 -1.98566 1.92290
H -0.55546 0.87047 2.50764
H -1.69117 1.93459 1.89409
H -2.54136 1.72653 -0.25003
H 2.38790 0.85572 -1.33472
H 0.75972 1.46388 -1.11933
H 1.05774 0.02788 -2.15127
H 2.46260 -2.05873 -0.16306
H 2.40664 -1.33256 1.45586
H 3.28863 -0.53885 0.15431
H -1.39565 -0.66612 -1.78987
H -3.02034 -0.00410 -1.94706
H -1.64193 0.89794 -2.58336
```

Calculated values
- structure (SMILES) = C/C=C(/N)C(N)=C(C)C
- E_HOMO (eV) = -7.6
- gap between HOMO and LUMO (eV) = 8.57
- total charge = 0

Taken from the natural (NBO) analysis, the atomic charges in e are: atom 1 (C): -0.635, atom 2 (C): -0.639, atom 3 (C): -0.631, atom 4 (C): 0.120, atom 5 (C): 0.154, atom 6 (C): -0.049, atom 7 (N): -0.826, atom 8 (N): -0.818, atom 9 (C): -0.273, atom 10 (H): 0.381, atom 11 (H): 0.381, atom 12 (H): 0.369, atom 13 (H): 0.373, atom 14 (H): 0.185, atom 15 (H): 0.205, atom 16 (H): 0.230, atom 17 (H): 0.212, atom 18 (H): 0.215, atom 19 (H): 0.194, atom 20 (H): 0.217, atom 21 (H): 0.215, atom 22 (H): 0.210, atom 23 (H): 0.207



Arrangement y

One molecule with the formula C7H14N2, computed with wB97M-V/def2-TZVPD.

The geometry in XYZ format:
```
23
Properties=species:S:1:pos:R:3
C 1.02279 0.76106 -0.00782
C -0.94705 -0.01049 1.37472
C -0.30854 -0.58683 -0.89783
C -1.51239 -0.51752 0.04351
C 2.11110 0.67465 -1.04992
C -1.26270 1.42500 1.77971
C 0.18193 -1.93807 -1.32692
N 1.56067 0.42857 1.29660
N 0.54595 -0.40538 1.12483
H 0.33124 1.59545 -0.07479
H -1.18992 -0.67365 2.20812
H -0.36618 0.10811 -1.73374
H -1.95414 -1.51070 0.15122
H -2.28803 0.14859 -0.33957
H 1.73306 0.87536 -2.05538
H 2.86779 1.42150 -0.79673
H 2.59536 -0.29915 -1.02565
H -0.41196 1.84869 2.32025
H -1.47921 2.06511 0.92295
H -2.13071 1.45395 2.44130
H 0.27652 -2.61252 -0.47703
H -0.52292 -2.37697 -2.04630
H 1.14735 -1.87475 -1.83149
```

Calculated values
- E_HOMO (eV) = -6.8
- gap between HOMO and LUMO (eV) = 7.41
- total charge = 0

Taken from the natural (NBO) analysis, the atomic charges in e are: atom 1 (C): 0.018, atom 2 (C): -0.092, atom 3 (C): -0.038, atom 4 (C): -0.474, atom 5 (C): -0.619, atom 6 (C): -0.654, atom 7 (C): -0.662, atom 8 (N): -0.435, atom 9 (N): -0.059, atom 10 (H): 0.181, atom 11 (H): 0.209, atom 12 (H): 0.193, atom 13 (H): 0.222, atom 14 (H): 0.218, atom 15 (H): 0.201, atom 16 (H): 0.231, atom 17 (H): 0.231, atom 18 (H): 0.240, atom 19 (H): 0.200, atom 20 (H): 0.222, atom 21 (H): 0.227, atom 22 (H): 0.219, atom 23 (H): 0.222



Arrangement z

A 2-piece molecular cluster, C7H14N2 overall, computed with wB97M-V/def2-TZVPD.

The geometry in XYZ format:
```
23
Properties=species:S:1:pos:R:3
C 2.50948 -1.03965 -0.04852
N 2.06209 0.33722 -0.02748
C 1.27440 0.79002 1.02673
C 0.69003 0.03378 1.96084
H 2.76151 0.99938 -0.33901
H 1.16013 1.86740 1.03899
H 3.00147 -1.33884 0.86786
H 3.19904 -1.16485 -0.88108
H 1.64193 -1.67041 -0.22650
H 0.03394 0.48258 2.68317
H 0.74364 -1.03736 1.95958
C -1.61919 -1.31738 -0.42663
C -0.99232 -0.11455 -1.06361
C -1.59956 1.20358 -0.82379
C -2.62511 1.44805 -0.01793
N 0.00351 -0.30352 -1.85148
H 0.31352 0.52975 -2.34893
H -1.12898 2.02226 -1.35884
H -2.69332 -1.35374 -0.62104
H -1.46591 -1.27221 0.65517
H -1.15010 -2.21654 -0.82484
H -3.12889 0.66832 0.52729
H -2.99131 2.44672 0.14002
```

Calculated values
- structure (SMILES) = [H]/N=C(/C)C=C.C=CNC
- E_HOMO (eV) = -8.0
- gap between HOMO and LUMO (eV) = 8.86
- total charge = 0

Taken from the natural (NBO) analysis, the atomic charges in e are: atom 1 (C): -0.417, atom 2 (N): -0.602, atom 3 (C): 0.019, atom 4 (C): -0.557, atom 5 (H): 0.377, atom 6 (H): 0.193, atom 7 (H): 0.179, atom 8 (H): 0.206, atom 9 (H): 0.210, atom 10 (H): 0.207, atom 11 (H): 0.196, atom 12 (C): -0.677, atom 13 (C): 0.267, atom 14 (C): -0.254, atom 15 (C): -0.348, atom 16 (N): -0.609, atom 17 (H): 0.332, atom 18 (H): 0.200, atom 19 (H): 0.219, atom 20 (H): 0.229, atom 21 (H): 0.235, atom 22 (H): 0.196, atom 23 (H): 0.201



In terms of stability, arrangement w leads; the second structure lies 17.6 kJ/mol higher.